# 1
Molecular formula: C4H6N
Method: DFT, ωB97M-V/def2-TZVPD

Output
SMILES string   C=C1[C@H]2C[N@@H+]12
Charge   +1
Relative energy (zero: lowest compared OMol25 entry of this formula, charge and spin)   303.2 kJ/mol
Highest occupied orbital energy   -15.210 eV

Cartesian coordinates (Å):
1 C 0.150 -0.492 -1.880
2 C 0.223 -0.040 -0.653
3 C 0.728 0.741 0.432
4 C -0.820 0.508 1.217
5 N 0.061 -0.550 0.674
6 H -0.144 -1.491 -2.168
7 H 0.584 0.154 -2.588
8 H 1.615 1.122 0.844
9 H -0.928 0.727 2.212
10 H -1.694 0.680 0.661
11 H 0.225 -1.359 1.248


# 2
Molecular formula: C42H49BF3N7O2P3RhS2
Method: DFT, ωB97M-V/def2-TZVPD

Output
Charge   +2
Relative energy (zero: lowest compared OMol25 entry of this formula, charge and spin)   619.7 kJ/mol
Highest occupied orbital energy (spin up / spin down)   -10.953 / -10.948 eV

Cartesian coordinates (Å):
1 Rh 0.677 1.028 -0.217
2 C -2.527 0.368 0.019
3 C -3.007 -1.089 -0.159
4 P -2.224 -2.025 1.234
5 C -1.430 -3.543 0.697
6 C -1.397 -3.981 -0.624
7 C -0.752 -5.170 -0.936
8 C -0.118 -5.904 0.055
9 C -0.140 -5.463 1.374
10 C -0.796 -4.288 1.695
11 C -3.544 -2.496 2.365
12 C -4.537 -3.386 1.950
13 C -5.529 -3.770 2.835
14 C -5.527 -3.283 4.138
15 C -4.539 -2.407 4.557
16 C -3.547 -2.012 3.670
17 P -2.171 0.501 1.813
18 C -0.654 1.458 2.105
19 C 0.576 0.774 2.155
20 C 1.743 1.473 2.504
21 C 1.672 2.816 2.824
22 C 0.449 3.487 2.778
23 C -0.704 2.821 2.413
24 C -3.528 1.336 2.627
25 C -3.396 1.658 3.982
26 C -4.443 2.265 4.651
27 C -5.632 2.535 3.983
28 C -5.778 2.191 2.648
29 C -4.730 1.586 1.968
30 H -3.175 1.147 -0.377
31 H -1.561 0.492 -0.479
32 H -2.759 -1.482 -1.143
33 H -4.085 -1.176 -0.007
34 H -1.868 -3.412 -1.413
35 H -0.748 -5.529 -1.955
36 H 0.391 -6.823 -0.199
37 H 0.345 -6.042 2.148
38 H -0.835 -3.960 2.728
39 H -4.535 -3.782 0.941
40 H -6.303 -4.453 2.513
41 H -6.298 -3.596 4.828
42 H -4.538 -2.032 5.571
43 H -2.776 -1.322 3.996
44 H 0.574 -0.306 2.167
45 H 2.677 0.933 2.601
46 H 2.562 3.342 3.147
47 H 0.399 4.537 3.033
48 H -1.645 3.352 2.370
49 H -2.474 1.444 4.510
50 H -4.338 2.522 5.696
51 H -6.449 3.010 4.509
52 H -6.706 2.396 2.132
53 H -4.864 1.315 0.930
54 C 0.310 0.864 -5.024
55 N 0.276 -0.501 -4.530
56 C -0.840 -1.325 -4.473
57 C -0.422 -2.496 -3.951
58 N 0.931 -2.389 -3.682
59 B 1.874 -3.501 -3.221
60 N 2.303 -3.267 -1.678
61 C 3.191 -4.171 -1.155
62 C 3.313 -3.934 0.172
63 N 2.479 -2.881 0.457
64 C 2.223 -2.389 1.795
65 C 1.890 -2.474 -0.697
66 S 0.686 -1.199 -0.797
67 C 1.347 -1.173 -4.057
68 S 2.936 -0.593 -3.916
69 H -0.652 1.091 -5.475
70 H 1.092 0.961 -5.773
71 H 0.502 1.565 -4.205
72 H -1.800 -1.008 -4.833
73 H -0.956 -3.410 -3.774
74 H 1.297 -4.563 -3.251
75 H 2.898 -3.490 -3.847
76 H 3.655 -4.913 -1.780
77 H 3.893 -4.426 0.931
78 H 2.921 -1.597 2.070
79 H 2.329 -3.217 2.492
80 H 1.199 -2.027 1.837
81 F -2.542 4.419 -0.233
82 C -1.484 4.747 -0.986
83 F -0.740 5.626 -0.283
84 F -1.916 5.344 -2.084
85 C -0.593 3.518 -1.294
86 O -0.118 3.379 -2.400
87 O -0.456 2.776 -0.266
88 C 4.252 4.545 -2.176
89 N 4.169 3.299 -3.060
90 C 5.270 2.311 -2.631
91 N 5.168 2.028 -1.242
92 C 5.208 3.251 -0.448
93 N 4.137 4.182 -0.806
94 C 2.804 3.696 -0.433
95 P 2.443 2.098 -1.293
96 C 2.792 2.700 -3.002
97 C 4.001 1.203 -0.927
98 H 3.449 5.210 -2.491
99 H 5.222 5.002 -2.373
100 H 4.339 3.565 -4.032
101 H 6.215 2.801 -2.866
102 H 5.140 1.415 -3.238
103 H 6.166 3.748 -0.607
104 H 5.120 2.994 0.606
105 H 2.052 4.435 -0.713
106 H 2.750 3.566 0.648
107 H 2.074 3.469 -3.269
108 H 2.728 1.868 -3.705
109 H 4.005 0.283 -1.517
110 H 4.016 0.929 0.129


# 3
Molecular formula: C26H40N2O2PSiTi
Method: DFT, ωB97M-V/def2-TZVPD

Output
2S+1   3
Charge   -1
Relative energy (zero: lowest compared OMol25 entry of this formula, charge and spin)   120.7 kJ/mol
Highest occupied orbital energy (spin up / spin down)   -1.974 / -4.820 eV

Cartesian coordinates (Å):
1 Ti -1.064 -0.399 0.071
2 O -0.146 -1.491 1.179
3 C -0.203 -1.769 2.476
4 C 0.274 -2.981 2.965
5 C 0.270 -3.276 4.325
6 C -0.211 -2.331 5.232
7 C -0.693 -1.123 4.781
8 C -0.728 -0.801 3.400
9 C -1.287 0.415 2.961
10 N -1.363 0.816 1.674
11 C -2.046 2.070 1.438
12 C -2.114 2.251 -0.085
13 N -2.304 0.943 -0.665
14 C -3.483 0.667 -1.257
15 C -3.820 -0.596 -1.788
16 C -4.926 -0.749 -2.657
17 C -5.215 -1.952 -3.263
18 C -4.404 -3.062 -3.031
19 C -3.339 -2.958 -2.143
20 C -3.044 -1.767 -1.491
21 O -2.071 -1.734 -0.577
22 H 0.647 -3.699 2.243
23 H 0.636 -4.234 4.671
24 H -0.207 -2.556 6.292
25 H -1.074 -0.394 5.489
26 H -1.693 1.079 3.726
27 H -1.504 2.909 1.898
28 H -3.064 2.055 1.860
29 H -1.154 2.653 -0.428
30 H -2.911 2.952 -0.362
31 H -4.194 1.481 -1.404
32 H -5.541 0.119 -2.870
33 H -6.063 -2.027 -3.933
34 H -4.606 -4.003 -3.529
35 H -2.706 -3.813 -1.934
36 C 2.172 1.900 3.573
37 C 2.655 0.620 2.895
38 P 1.990 0.450 1.159
39 C 2.992 1.801 0.325
40 C 4.512 1.939 0.424
41 C 2.842 -1.179 0.771
42 C 4.104 -1.205 -0.087
43 H 2.487 1.933 4.618
44 H 1.082 1.945 3.540
45 H 2.572 2.784 3.070
46 H 2.279 -0.248 3.442
47 H 3.749 0.570 2.890
48 H 2.524 2.706 0.728
49 H 2.699 1.763 -0.727
50 H 4.884 1.758 1.434
51 H 4.806 2.953 0.142
52 H 5.014 1.255 -0.257
53 H 2.069 -1.772 0.282
54 H 3.043 -1.649 1.736
55 H 3.950 -0.680 -1.032
56 H 4.360 -2.241 -0.325
57 H 4.958 -0.766 0.428
58 C -1.595 0.906 -3.933
59 Si 0.107 0.673 -3.130
60 C 0.800 2.430 -2.832
61 C 1.187 -0.035 -4.547
62 C 0.307 -0.363 -1.601
63 H -1.496 1.190 -4.984
64 H -2.167 1.683 -3.424
65 H -2.185 -0.011 -3.886
66 H 0.428 3.132 -3.581
67 H 1.892 2.440 -2.884
68 H 0.513 2.806 -1.848
69 H 1.270 0.648 -5.397
70 H 0.765 -0.972 -4.919
71 H 2.200 -0.244 -4.193
72 H 1.324 -0.193 -1.238
73 H 0.255 -1.423 -1.891


# 4
Molecular formula: H4N2OS2
Method: DFT, ωB97M-V/def2-TZVPD

Output
Relative energy (zero: lowest compared OMol25 entry of this formula, charge and spin)   422.3 kJ/mol
Highest occupied orbital energy (spin up / spin down)   -8.574 / -8.576 eV

Cartesian coordinates (Å):
1 N -0.061 0.684 -0.350
2 N 1.078 -1.732 0.668
3 O 0.806 1.058 0.546
4 S -1.902 0.875 0.076
5 S 0.038 -1.444 -0.360
6 H 0.122 1.382 -1.223
7 H 0.889 -1.552 1.614
8 H -1.761 2.155 0.524
9 H 0.791 -1.425 -1.494